Record 1
The following is a quantum chemistry calculation of a molecular structure, C5H7N at a distorted geometry, from OMol25.

Results
**Total energy**: -6784.765 eV
**Largest force on an atom**: 3.1 eV/A

Element x y z (Å)
N  1.110  -0.902  1.311
C  -1.104  0.466  0.242
C  2.102  0.272  -0.688
C  -0.749  -0.632  1.140
C  1.589  -0.305  0.369
C  -1.310  0.311  -1.055
H  -1.918  1.069  -1.523
H  -1.613  1.295  0.726
H  -1.031  -0.295  2.126
H  2.683  1.145  -0.444
H  -0.766  -0.422  -1.638
H  -1.168  -1.642  0.997
H  2.174  -0.358  -1.563

Löwdin population analysis, charges in e, atoms 1 to 8: number 1, N, carries 0.13; number 2, C, carries -0.24; number 3, C, carries -0.01; number 4, C, carries -0.06; number 5, C, carries -0.35; number 6, C, carries 0.03; number 7, H, carries 0.06; number 8, H, carries 0.10

***

Record 2
The following is a quantum chemistry calculation of a molecular structure, C5H7N, from OMol25.

Results
**Total energy**: -6782.367 eV
**Largest force on an atom**: 0.5 eV/A

Element x y z (Å)
N  -0.992  -0.391  -0.786
C  0.647  -0.322  1.170
C  1.020  0.060  -0.228
C  -0.128  0.816  -0.962
C  0.057  -1.068  0.016
C  -1.270  1.381  -0.260
H  1.418  -0.881  1.694
H  -1.117  1.313  0.827
H  0.185  -2.135  -0.133
H  2.032  0.003  -0.611
H  0.070  1.103  -1.997
H  -1.984  -0.201  -0.549
H  0.062  0.324  1.819

Löwdin population analysis, charges in e, atoms 1 to 8: number 1, N, carries 0.01; number 2, C, carries -0.08; number 3, C, carries -0.16; number 4, C, carries -0.33; number 5, C, carries -0.22; number 6, C, carries 0.08; number 7, H, carries 0.11; number 8, H, carries 0.01

***

Record 3
The following is a quantum chemistry calculation of a single C5H7N molecule at a distorted geometry, from OMol25.

Results
**Structure (SMILES)**: Cc1cc[nH]c1
**Total energy**: -6788.270 eV
**Largest force on an atom**: 1.2 eV/A

Element x y z (Å)
N  -1.008  0.290  -1.188
C  1.629  -0.996  1.059
C  -1.045  1.217  -0.190
C  0.479  -0.360  0.335
C  -0.135  0.865  0.766
C  -0.117  -0.695  -0.847
H  -1.726  0.182  -1.887
H  2.230  -1.626  0.390
H  0.194  1.399  1.648
H  -0.062  -1.609  -1.416
H  1.348  -1.597  1.917
H  -1.597  2.149  -0.217
H  2.356  -0.233  1.308

Löwdin population analysis, charges in e, atoms 1 to 8: number 1, N, carries 0.00; number 2, C, carries -0.06; number 3, C, carries -0.15; number 4, C, carries -0.30; number 5, C, carries -0.06; number 6, C, carries -0.10; number 7, H, carries 0.15; number 8, H, carries 0.07

***

Record 4
The following is a quantum chemistry calculation of a single C5H7N molecule, from OMol25.

Results
**Total energy**: -6784.232 eV
**Largest force on an atom**: 0.3 eV/A

Element x y z (Å)
N  -0.635  -0.185  -0.492
C  1.348  -0.758  0.464
C  0.085  -1.171  0.270
C  1.507  0.529  -0.200
C  -2.001  0.328  0.312
C  0.334  0.842  -0.773
H  -0.455  -2.038  0.621
H  -1.041  -0.572  -1.339
H  -1.746  0.034  1.345
H  2.403  1.139  -0.200
H  -1.838  1.420  0.298
H  0.022  1.700  -1.351
H  2.104  -1.267  1.050

Löwdin population analysis, charges in e, atoms 1 to 8: number 1, N, carries -0.19; number 2, C, carries -0.06; number 3, C, carries -0.09; number 4, C, carries -0.06; number 5, C, carries -0.06; number 6, C, carries -0.08; number 7, H, carries 0.13; number 8, H, carries 0.15

***

Record 5
The following is a quantum chemistry calculation of a molecular structure, C5H7N at a distorted geometry, from OMol25.

Results
**Total energy**: -6783.800 eV
**Largest force on an atom**: 3.2 eV/A

Element x y z (Å)
N  0.324  -0.679  -1.385
C  -0.799  0.485  -0.325
C  0.379  -1.209  -0.013
C  1.102  0.071  -0.415
C  -0.960  -0.755  0.522
C  0.292  1.343  0.177
H  0.397  2.327  -0.306
H  -1.813  -1.342  0.175
H  -1.021  -0.581  1.605
H  -1.449  0.824  -1.101
H  2.156  0.273  -0.483
H  0.494  1.385  1.258
H  0.880  -2.127  0.299

Löwdin population analysis, charges in e, atoms 1 to 8: number 1, N, carries 0.09; number 2, C, carries -0.11; number 3, C, carries -0.28; number 4, C, carries -0.29; number 5, C, carries -0.12; number 6, C, carries -0.08; number 7, H, carries 0.11; number 8, H, carries 0.11

***

Record 6
The following is a quantum chemistry calculation of a single C5H7N molecule, from OMol25.

Results
**Structure (SMILES)**: C1[C@@H]2[C@H]1[C@@H]1N[C@H]21
**Total energy**: -6784.888 eV
**Largest force on an atom**: 0.5 eV/A

Element x y z (Å)
N  -1.564  -0.073  0.770
C  -1.088  -0.432  -0.537
C  1.233  -0.339  0.603
C  -0.870  0.935  -0.030
C  0.444  -0.650  -0.637
C  0.672  0.792  -0.179
H  0.958  -0.574  1.629
H  -1.056  -0.556  1.506
H  1.288  1.622  -0.523
H  -1.385  1.845  -0.321
H  2.293  -0.475  0.396
H  0.866  -1.292  -1.400
H  -1.791  -0.803  -1.275

Löwdin population analysis, charges in e, atoms 1 to 8: number 1, N, carries 0.06; number 2, C, carries -0.24; number 3, C, carries -0.11; number 4, C, carries -0.20; number 5, C, carries -0.16; number 6, C, carries -0.16; number 7, H, carries 0.10; number 8, H, carries 0.09